Entry 1:
Formula: C4H6N2O
Source: OMol25
Level of theory: the ωB97M-V functional and the def2-TZVPD basis

XYZ file:
```
13
Properties=species:S:1:pos:R:3:forces:R:3:lowdin_charge:R:1
N -1.58420 1.03418 -0.41231 -0.159 -0.273 0.213 0.119
C -1.85953 0.01164 0.27924 -0.039 0.205 -0.076 -0.308
O -1.00076 -1.00848 0.45410 -0.060 0.035 0.021 -0.066
C 0.23179 -0.90176 -0.25395 0.142 -0.031 -0.151 -0.194
C 1.20708 0.02142 0.48975 -0.003 0.030 0.058 -0.151
C 2.26362 0.48699 -0.41031 0.715 0.308 -0.634 -0.223
N 3.07288 0.85031 -1.15208 -0.744 -0.376 0.727 0.142
H -2.36980 1.67799 -0.43300 0.043 -0.056 0.019 0.058
H -2.78724 -0.19690 0.81867 0.106 0.065 -0.084 0.135
H 0.04292 -0.51795 -1.25905 0.041 -0.043 0.121 0.119
H 0.62400 -1.91879 -0.31215 -0.042 0.153 -0.005 0.132
H 0.66611 0.89641 0.85919 0.064 -0.082 -0.091 0.113
H 1.65763 -0.48939 1.34625 -0.065 0.065 -0.118 0.124
```
Forces are in eV/Å.

## Properties
Energy relative to the best compared isomer or geometry (same formula, charge and spin) ... 30.6 kcal per mole
Orbital gap ... 11.46 eV
SMILES ... [H]/N=C/OCCC#N
Multiplicity ... 1
Net charge ... 0
DFT total energy ... -340.7462 a.u.
E_LUMO ... 0.7 eV

***

Entry 2:
Formula: C4H6N2O
Source: OMol25
Level of theory: the ωB97M-V functional and the def2-TZVPD basis

XYZ file:
```
13
Properties=species:S:1:pos:R:3:forces:R:3:lowdin_charge:R:1
C -2.15077 0.06924 -0.24334 -0.034 0.008 0.007 -0.065
C -0.71731 -0.36313 -0.03573 -0.077 -0.197 -0.055 -0.228
O 0.03902 0.82471 0.31021 0.209 0.074 0.077 -0.006
C 1.28281 0.70683 0.69397 -0.289 -0.146 0.015 -0.214
N 1.98854 -0.43842 0.69628 -0.134 0.016 0.008 0.172
C 2.73350 0.71435 0.06298 0.937 0.404 -0.646 -0.415
N 3.61177 1.12054 -0.60977 -0.710 -0.349 0.540 0.128
H -2.21479 0.81232 -1.04257 0.016 -0.105 0.106 0.086
H -2.76332 -0.79456 -0.51894 0.095 0.116 0.040 0.084
H -2.55534 0.50661 0.67333 0.054 -0.063 -0.124 0.085
H -0.29125 -0.79113 -0.95120 -0.054 0.058 0.118 0.126
H -0.62848 -1.09348 0.77735 -0.019 0.103 -0.104 0.125
H 1.66562 -1.27387 0.18743 0.006 0.082 0.018 0.121
```
Forces are in eV/Å.

## Properties
Energy relative to the best compared isomer or geometry (same formula, charge and spin) ... 118.5 kcal per mole
Orbital gap (alpha / beta) ... 8.80 / 8.80 eV
Multiplicity ... 1
Net charge ... 0
DFT total energy ... -340.6061 a.u.
E_LUMO (alpha / beta) ... 0.1 / 0.1 eV

***

Entry 3:
Formula: C4H6N2O
Source: OMol25
Level of theory: the ωB97M-V functional and the def2-TZVPD basis

XYZ file:
```
13
Properties=species:S:1:pos:R:3:forces:R:3:lowdin_charge:R:1
N -2.10017 0.60369 -0.44101 -0.047 0.025 0.082 0.098
C -0.80286 0.17091 -0.23774 0.297 0.019 0.118 -0.330
C -0.48304 -1.26007 -0.00245 0.097 -0.155 0.025 -0.105
N 0.75217 -1.49915 0.20961 -0.269 0.100 -0.142 0.105
C 1.45529 -0.23160 -0.06716 -0.050 0.058 -0.230 -0.437
O 2.50753 0.07590 0.79580 -0.120 -0.003 0.268 -0.004
C 0.37579 0.81698 -0.22132 -0.166 -0.078 0.002 0.013
H -2.81670 0.00053 -0.06232 0.093 0.068 -0.040 0.087
H -2.28129 1.57782 -0.24450 0.068 -0.118 -0.081 0.095
H -1.22930 -2.05656 -0.01504 0.082 0.115 0.132 0.114
H 1.93793 -0.45375 -1.02930 -0.073 0.226 -0.005 0.157
H 2.13193 0.37338 1.63344 0.038 -0.070 -0.043 0.098
H 0.55273 1.88192 -0.31799 0.050 -0.189 -0.086 0.110
```
Forces are in eV/Å.

## Properties
Energy relative to the best compared isomer or geometry (same formula, charge and spin) ... 35.6 kcal per mole
Orbital gap ... 9.30 eV
SMILES ... NC1=C[C@@H](O)N=C1
Multiplicity ... 1
Net charge ... 0
DFT total energy ... -340.7382 a.u.
E_LUMO ... 0.7 eV

***

Entry 4:
Formula: C4H6N2O
Source: OMol25
Level of theory: the ωB97M-V functional and the def2-TZVPD basis

XYZ file:
```
13
Properties=species:S:1:pos:R:3:forces:R:3:lowdin_charge:R:1
C 0.82749 -1.65553 0.36510 -0.066 -0.190 0.261 -0.069
O 1.36696 -1.19785 -0.87723 0.143 0.035 -0.211 0.010
C 0.37139 -0.41342 -0.26041 -0.236 0.079 0.116 -0.501
C -0.96471 -0.25367 -0.91200 -0.142 0.137 0.024 -0.059
N -1.51891 0.86434 -0.68423 0.250 -0.302 -0.058 0.075
C -0.61216 1.63240 0.16229 -0.082 0.241 0.066 -0.227
N 0.66150 0.90612 0.18726 0.051 -0.095 0.133 0.064
H 0.22077 -2.56074 0.31912 0.121 0.114 -0.032 0.114
H -1.06889 1.71174 1.16001 0.050 0.037 -0.138 0.119
H 1.50244 -1.58935 1.21992 -0.067 -0.016 -0.157 0.114
H -1.42906 -1.03212 -1.51550 0.065 0.111 0.090 0.127
H -0.49696 2.64294 -0.24211 -0.020 -0.141 0.022 0.111
H 1.14012 0.94514 1.07778 -0.067 -0.010 -0.116 0.121
```
Forces are in eV/Å.

## Properties
Energy relative to the best compared isomer or geometry (same formula, charge and spin) ... 54.8 kcal per mole
Orbital gap ... 10.10 eV
SMILES ... C1=NCN[C@@]12CO2
Multiplicity ... 1
Net charge ... 0
DFT total energy ... -340.7076 a.u.
E_LUMO ... 0.9 eV

***

Entry 5:
Formula: C4H6N2O
Source: OMol25
Level of theory: the ωB97M-V functional and the def2-TZVPD basis

XYZ file:
```
13
Properties=species:S:1:pos:R:3:forces:R:3:lowdin_charge:R:1
C -2.22972 -0.03004 0.01932 -0.194 0.089 -0.047 -0.081
O -1.00702 -0.50119 0.58197 0.024 -0.035 -0.049 -0.119
C 0.06040 -0.44238 -0.25725 0.039 0.073 0.126 -0.222
C 0.94771 1.01552 -0.46499 -0.224 0.127 -0.350 -0.149
N 1.68311 1.31369 0.53637 0.017 -0.208 0.252 0.084
C 2.10450 -0.08668 0.22974 0.373 0.240 -0.473 -0.183
N 1.17337 -1.08586 0.23518 -0.324 -0.187 0.182 0.023
H -2.22539 1.06464 -0.06859 0.059 -0.203 0.027 0.089
H -3.02930 -0.32402 0.70582 0.203 0.048 -0.140 0.088
H -2.40869 -0.47096 -0.96793 0.088 0.039 0.179 0.088
H 0.64042 1.68974 -1.27505 0.155 -0.168 0.170 0.112
H 3.13364 -0.23342 -0.09711 -0.278 0.015 0.202 0.117
H 1.15697 -1.90904 0.82252 0.064 0.170 -0.077 0.151
```
Forces are in eV/Å.

## Properties
Energy relative to the best compared isomer or geometry (same formula, charge and spin) ... 155.5 kcal per mole
Orbital gap (alpha / beta) ... 7.40 / 7.64 eV
Multiplicity ... 1
Net charge ... 0
DFT total energy ... -340.5470 a.u.
E_LUMO (alpha / beta) ... 0.2 / 0.3 eV

***

Entry 6:
Formula: C4H6N2O2
Source: OMol25
Level of theory: the ωB97M-V functional and the def2-TZVPD basis

XYZ file:
```
14
Properties=species:S:1:pos:R:3:forces:R:3:lowdin_charge:R:1
C -0.46870 1.09247 -0.32194 0.732 0.352 0.908 -0.090
C 0.74305 0.76357 -0.34053 -1.035 2.541 0.326 -0.176
N -1.69937 1.53306 0.14353 1.011 -0.935 -1.048 0.069
N 2.07468 1.21118 -0.30637 -1.208 -1.383 -0.356 0.070
C -1.02307 -1.69775 0.07146 0.893 0.632 0.680 -0.195
C 0.57431 -1.42704 0.13053 -1.302 -3.557 0.528 -0.293
O -1.81694 -1.33828 0.91522 0.909 -0.259 -0.902 0.028
O 1.22998 -2.27122 -0.50420 -0.619 2.284 0.532 -0.014
H -1.73003 2.00796 1.03703 0.409 -0.463 0.089 0.097
H -2.45403 0.85809 0.04322 0.141 0.371 -0.199 0.083
H 2.24046 2.17870 -0.54542 -0.211 -0.194 -0.272 0.089
H 2.73321 0.55951 -0.71220 0.048 0.155 0.102 0.086
H -1.27228 -2.40969 -0.73749 -0.081 0.143 -0.078 0.123
H 0.86873 -1.06056 1.12718 0.313 0.314 -0.310 0.124
```
Forces are in eV/Å.

## Properties
Energy relative to the best compared isomer or geometry (same formula, charge and spin) ... 118.2 kcal per mole
Orbital gap ... 8.65 eV
SMILES ... O=CC=O.NC#CN
Multiplicity ... 1
Net charge ... 0
DFT total energy ... -415.8522 a.u.
E_LUMO ... 0.1 eV

***

Entry 7:
Formula: C4H6N2O2
Source: OMol25
Level of theory: the ωB97M-V functional and the def2-TZVPD basis

XYZ file:
```
14
Properties=species:S:1:pos:R:3:forces:R:3:lowdin_charge:R:1
C 1.08868 -0.80040 -0.69707 -1.621 4.651 -1.894 -0.653
C 0.24668 0.66678 0.96504 1.800 0.299 3.286 -0.160
C -0.59216 1.21685 -0.18254 1.108 0.563 1.486 -0.213
C -1.99106 1.12904 0.34960 -5.857 0.616 -1.200 -0.146
H 2.38556 -2.56528 -0.88609 -5.612 1.391 -0.251 0.348
H 0.12329 -2.58837 -1.08582 -0.234 -0.289 0.189 0.082
H -0.41216 0.24595 1.86307 2.109 1.535 -1.192 0.104
H 1.41741 0.91138 1.18565 -3.167 -0.316 -0.830 0.175
H -0.20157 1.94662 -0.87587 -0.183 0.288 0.043 0.152
H -1.84802 0.83297 1.73704 -1.522 0.814 -4.173 0.196
N 0.94050 -2.08454 -0.81340 6.068 -3.320 0.520 0.150
N -0.08818 -0.09450 -0.14383 0.126 -4.789 -0.658 -0.064
O 2.00595 -0.10536 -1.07021 1.138 -0.581 0.484 0.047
O -3.07493 1.28885 -0.34556 5.849 -0.862 4.188 -0.017
```
Forces are in eV/Å.

## Properties
Energy relative to the best compared isomer or geometry (same formula, charge and spin) ... 172.6 kcal per mole
Orbital gap ... 8.39 eV
Multiplicity ... 1
Net charge ... 0
DFT total energy ... -415.7655 a.u.
E_LUMO ... -0.7 eV

***

Entry 8:
Formula: C4H6N2O2
Source: OMol25
Level of theory: the ωB97M-V functional and the def2-TZVPD basis

XYZ file:
```
14
Properties=species:S:1:pos:R:3:forces:R:3:lowdin_charge:R:1
C -0.85292 -0.77278 -1.06889 0.427 -0.380 0.314 -0.274
C -0.28959 -0.69896 0.36596 -2.694 2.084 -0.477 -0.134
C 1.17015 1.27374 0.83451 1.958 1.403 0.212 -0.208
C 0.02956 0.38788 -0.71716 3.131 -4.066 0.897 -0.196
H 0.00927 -2.34766 -1.82857 -0.987 0.589 -0.044 0.133
H -1.75094 -0.33600 -1.39784 -1.416 0.922 0.791 0.138
H 0.51187 -1.37534 0.58436 0.536 -0.206 -0.487 0.141
H -1.59761 0.20369 1.83046 -2.429 0.835 0.104 0.065
H 2.02344 1.89950 1.25406 -1.123 -0.502 -1.308 0.144
H -0.63285 1.13941 -0.68297 -1.791 3.157 0.351 0.105
N -0.68647 -0.04443 1.64646 4.412 0.511 -2.608 0.031
N 0.20224 1.17187 1.65617 -0.541 -2.191 1.024 0.042
O -0.83164 -1.83165 -1.90161 2.205 -2.264 -0.574 0.029
O 1.39205 0.80479 -0.51894 -1.691 0.109 1.805 -0.017
```
Forces are in eV/Å.

## Properties
Energy relative to the best compared isomer or geometry (same formula, charge and spin) ... 149.8 kcal per mole
Orbital gap ... 9.60 eV
SMILES ... O[C@H]1[C@@H]2NN=CO[C@@H]12
Multiplicity ... 1
Net charge ... 0
DFT total energy ... -415.8019 a.u.
E_LUMO ... 0.7 eV

***

Entry 9:
Formula: C4H6N2O2
Source: OMol25
Level of theory: the ωB97M-V functional and the def2-TZVPD basis

XYZ file:
```
14
Properties=species:S:1:pos:R:3:forces:R:3:lowdin_charge:R:1
C 0.24937 -1.26731 0.02425 0.753 -4.070 1.740 -0.390
C -0.28272 1.69079 -0.27918 1.044 3.014 1.240 -0.211
C -0.77119 0.74662 0.70731 0.909 -1.170 2.942 -0.219
C 0.40039 -0.18790 0.99608 -0.402 0.969 0.266 -0.229
H 0.39985 -3.34708 -0.29180 -0.544 2.793 1.874 0.100
H 0.58585 -0.63599 -2.12782 -2.073 -1.409 2.877 0.213
H 0.65747 2.36047 0.00823 -2.634 -0.517 -0.228 0.188
H -1.19326 2.13861 -0.74160 1.030 0.445 -0.017 0.134
H -1.73859 0.39851 0.45486 -0.599 -0.892 -0.584 0.142
H 1.49666 0.17221 1.07369 -2.028 -0.108 -0.103 0.195
N 0.35646 -2.51557 0.48182 0.118 0.796 -4.164 0.119
N -0.06547 -0.59276 -1.20079 2.452 0.750 -3.345 0.087
O 0.38508 0.84196 -1.12011 1.200 -1.435 -2.762 -0.190
O -0.47990 0.19743 2.01507 0.774 0.834 0.265 0.061
```
Forces are in eV/Å.

## Properties
Energy relative to the best compared isomer or geometry (same formula, charge and spin) ... 185.1 kcal per mole
Orbital gap ... 10.25 eV
SMILES ... [H]/N=C1\NOC[C@@H]2O[C@@H]12
Multiplicity ... 1
Net charge ... 0
DFT total energy ... -415.7456 a.u.
E_LUMO ... 0.7 eV

***

Entry 10:
Formula: C4H6N2O2
Source: OMol25
Level of theory: the ωB97M-V functional and the def2-TZVPD basis

XYZ file:
```
14
Properties=species:S:1:pos:R:3:forces:R:3:lowdin_charge:R:1
C -0.98739 -0.39748 -0.05780 1.974 2.153 0.876 -0.328
C 0.28842 -1.21136 -0.51589 0.160 0.220 2.696 -0.089
C 1.55566 0.51081 0.53493 0.788 -0.666 -0.401 -0.230
C -1.08050 1.01203 -0.70075 3.041 0.887 -0.050 -0.051
H -0.33586 0.37950 1.62663 -2.810 -2.025 -0.435 0.123
H -1.72877 -0.93752 -0.48779 -2.813 -1.897 -0.510 0.091
H 0.37012 -2.05790 0.32106 -0.260 1.342 -2.138 0.170
H 0.25845 -1.54676 -1.55315 -0.299 -0.249 0.305 0.126
H 2.42815 0.30237 1.22141 -1.286 0.725 -0.347 0.155
H -1.86712 1.33793 -1.43014 0.874 -0.536 0.674 0.123
N 0.77137 1.51293 0.62502 0.609 -0.106 -1.245 0.019
N -0.06489 1.83518 -0.52616 -2.196 -1.675 1.122 0.062
O -1.13345 -0.28562 1.38264 2.556 1.410 -0.747 -0.079
O 1.52581 -0.45411 -0.44001 -0.338 0.417 0.200 -0.091
```
Forces are in eV/Å.

## Properties
Energy relative to the best compared isomer or geometry (same formula, charge and spin) ... 96.0 kcal per mole
Orbital gap ... 10.55 eV
SMILES ... O[C@H]1C=NN=COC1
Multiplicity ... 1
Net charge ... 0
DFT total energy ... -415.8876 a.u.
E_LUMO ... 0.6 eV